# C30H22Cl4MgN7O4S

A molecular structure, C30H22Cl4MgN7O4S in a non-equilibrium geometry (wB97M-V/def2-TZVPD, the Open Molecules 2025 dataset).

Results
**Energy relative to the best compared isomer or geometry (same formula, charge and spin)**: 0.00 kcal/mol
**Electronic energy**: -116462.786 eV
**Total charge**: -1
**M**: 742.7 g/mol
**Frontier orbital gap**: 0.2377 Eh

Last column: Mulliken charge in e.
Cartesian coordinates (Å):
Mg  0.226648  -0.311950  2.424100  1.70
C  2.327302  -1.036009  5.922102  -1.70
C  1.128692  -0.382465  5.294938  0.59
N  0.053359  -0.906745  4.858983  -0.24
N  -0.094372  -2.270202  4.947046  -0.07
C  -1.314719  -2.699738  5.330550  0.12
N  -1.636541  -3.844918  4.641108  -0.42
S  -2.222124  -2.036668  6.535871  -0.42
C  1.258395  1.069494  4.911107  0.80
C  1.916284  1.953477  5.756247  -0.89
C  1.834810  3.324422  5.376643  -0.31
C  1.137353  3.717923  4.265019  -0.94
C  0.528843  2.720174  3.479339  -0.01
N  0.583689  1.454607  3.785507  0.21
H  2.198034  -2.107351  6.117182  0.34
H  2.541504  -0.651060  6.876782  0.58
H  3.166081  -0.898068  5.241272  0.35
H  0.072912  -2.618627  3.967581  -0.12
H  -1.276814  -3.942375  3.670128  0.26
H  -2.604898  -4.128840  4.787246  0.25
H  2.410173  1.622626  6.653772  0.37
H  2.351682  4.087038  5.987767  0.34
H  1.114753  4.736431  3.961169  0.42
H  0.050570  3.018758  2.566398  0.44
Cl  2.939709  -6.494639  2.468431  -0.24
C  2.783712  -4.750495  2.417830  0.09
C  3.845891  -3.956004  2.703764  0.46
Cl  5.403186  -4.665156  3.121321  -0.23
C  3.704119  -2.587060  2.703882  0.11
Cl  5.081375  -1.548678  2.980858  -0.23
C  2.441311  -1.993258  2.551520  0.45
O  2.184083  -0.707645  2.576280  -1.09
C  1.294044  -2.813718  2.219326  -0.11
O  0.120886  -2.222489  2.146653  -0.73
C  1.534857  -4.180864  2.115961  0.05
Cl  0.310398  -5.221839  1.427422  -0.25
C  -1.911557  2.096583  -10.693110  -0.79
O  -2.997776  2.185956  -9.763787  -0.41
C  -2.782447  1.849777  -8.465337  0.75
C  -1.558485  1.627592  -7.852674  -0.68
C  -1.497331  1.380114  -6.468898  -0.35
C  -2.669532  1.321252  -5.739633  0.12
C  -3.900702  1.571804  -6.354032  -0.55
C  -3.912648  1.945285  -7.671843  -0.46
N  -2.680344  1.139904  -4.340474  -0.48
N  -1.565501  1.071731  -3.779343  0.23
C  -1.583471  0.943630  -2.406353  -0.11
C  -2.768787  0.860175  -1.663053  -0.33
C  -2.811555  0.705420  -0.286810  -1.40
C  -1.630223  0.578122  0.416922  0.63
O  -1.513584  0.403518  1.701989  -0.85
C  -0.377563  0.677853  -0.320815  0.12
N  0.740830  0.432368  0.400527  -0.21
C  1.918340  0.571148  -0.195921  -0.48
C  2.050685  0.943143  -1.532779  -1.06
C  0.916026  1.023143  -2.307596  -0.27
C  -0.350846  0.900304  -1.693476  0.98
H  -2.228216  2.642058  -11.558207  0.25
H  -1.654855  1.087165  -10.957380  0.32
H  -1.040836  2.627122  -10.286490  0.31
H  -0.629015  1.537268  -8.398688  0.32
H  -0.585590  1.154730  -5.954589  0.43
H  -4.730043  1.651597  -5.720522  0.46
H  -4.854612  2.246086  -8.107352  0.36
H  -3.700246  0.906881  -2.211317  0.43
H  -3.750010  0.592478  0.281501  0.40
H  2.775280  0.248890  0.403032  0.44
H  3.022081  1.153647  -1.884800  0.48
H  0.867314  1.195139  -3.379763  0.47

Atoms 1-2, force components in eV/Å:
-0.1660 0.8783 -0.2644
-0.6943 -1.1732 -0.7929